1.
127
Properties=species:S:1:pos:R:3:forces:R:3:lowdin_charge:R:1 method="wB97M-V/def2-TZVPD" charge=0
C 5.831 -3.916 -0.624 0.3 0.8 -0.3 -0.13
C 4.992 -2.605 -0.876 0.1 -2.4 0.8 -0.34
C 3.671 -2.985 -1.560 0.3 1.3 -0.7 -0.72
Cl 2.581 -3.930 -0.480 0.3 0.0 -0.1 0.59
Si 2.670 -1.512 -2.314 0.3 -1.7 0.4 0.35
C 1.794 -2.315 -3.800 0.5 0.8 -0.1 -0.23
C 1.378 -1.343 -4.940 -0.1 -0.9 -0.7 -0.36
N 0.053 -1.678 -5.541 0.2 0.8 0.2 -0.01
O 1.625 -1.019 -1.105 -0.3 0.6 -1.7 -0.37
Si 0.192 -0.245 -1.491 -0.4 -0.2 0.8 0.62
C -1.138 -1.414 -2.203 -0.5 0.7 0.9 -0.16
C -2.427 -1.391 -1.369 0.3 -0.6 -0.2 -0.23
C -2.974 -0.229 -0.866 0.4 1.0 -0.3 -0.09
C -4.150 -0.197 -0.154 -0.5 0.4 0.2 -0.11
C -4.842 -1.368 0.087 0.1 0.7 -0.7 -0.21
C -4.301 -2.538 -0.403 -1.1 -0.5 0.4 -0.08
C -3.126 -2.579 -1.119 0.6 -0.5 -0.4 -0.22
C -2.697 -3.952 -1.623 -0.4 0.0 0.6 -0.03
C 0.380 1.364 -2.530 -1.1 0.7 0.7 -0.39
C -0.558 2.449 -1.908 0.4 0.0 -0.3 -0.09
F 1.677 1.908 -2.481 0.1 -0.4 -0.4 -0.11
C 3.964 -0.238 -2.838 -0.1 0.6 0.4 -0.73
I 4.668 -0.153 -4.871 -0.3 -0.3 0.5 0.95
C 4.544 0.655 -2.026 0.4 0.1 -0.7 -0.84
C 5.583 1.677 -2.475 -0.8 0.2 0.5 -0.23
I 4.097 0.757 0.040 0.0 0.1 -0.3 1.01
H 5.965 -4.102 0.447 -0.2 -0.2 -0.2 0.03
H 5.406 -4.780 -1.145 0.0 0.0 0.3 0.07
H 6.839 -3.759 -1.026 -0.2 -0.2 0.1 0.04
H 5.633 -1.963 -1.481 -0.6 0.4 0.1 0.09
H 4.768 -2.221 0.122 0.1 0.6 -0.4 0.05
H 3.935 -3.624 -2.415 -0.2 -0.1 0.2 0.07
H 2.563 -2.989 -4.208 -0.2 0.1 0.1 0.07
H 0.979 -2.971 -3.478 0.0 0.3 0.0 0.07
H 1.464 -0.282 -4.669 -0.2 -0.2 0.1 0.07
H 2.100 -1.488 -5.750 0.0 0.2 0.3 0.05
H -0.560 -0.883 -5.369 -0.2 -0.3 0.1 0.04
H 0.166 -1.670 -6.550 -0.1 -0.1 0.1 0.06
H -0.372 0.203 -0.201 0.3 0.0 0.1 0.04
H -0.741 -2.425 -2.106 0.1 0.2 -0.6 0.05
H -1.441 -1.146 -3.221 0.4 -0.4 -0.1 0.08
H -2.492 0.729 -1.051 0.0 -0.2 0.0 0.06
H -4.531 0.757 0.207 0.1 -0.2 -0.1 0.09
H -5.777 -1.304 0.621 0.0 -0.3 -0.2 0.05
H -4.850 -3.463 -0.226 0.2 0.1 0.0 0.12
H -1.634 -4.050 -1.841 -0.2 0.0 -0.2 0.06
H -2.934 -4.672 -0.828 0.1 0.1 -0.2 0.08
H -3.320 -4.241 -2.478 0.4 0.1 -0.1 0.09
H 0.017 1.253 -3.562 0.8 -0.1 0.0 0.10
H -1.410 2.639 -2.570 0.0 -0.1 0.4 0.05
H 0.014 3.384 -1.851 -0.1 -0.2 -0.1 0.08
H -0.871 2.211 -0.888 -0.1 0.1 -0.2 0.04
H 6.473 1.189 -2.881 -0.1 0.1 0.2 0.06
H 5.810 2.354 -1.648 0.3 -0.2 -0.2 0.02
H 5.126 2.289 -3.265 0.2 -0.1 0.0 0.03
Cl 8.998 -4.541 0.662 0.2 0.2 -0.2 0.54
C 9.345 -3.239 1.824 0.0 0.0 0.2 -0.65
C 8.598 -1.970 1.492 -0.1 0.0 0.2 -0.66
Cl 9.196 -1.203 -0.003 0.0 0.0 0.0 0.54
H 10.421 -3.080 1.840 0.0 0.0 -0.1 0.07
H 9.037 -3.600 2.805 -0.1 0.0 0.0 0.04
H 8.729 -1.244 2.294 0.1 0.0 0.0 0.05
H 7.532 -2.157 1.369 0.0 0.0 -0.1 0.05
Cl -6.819 3.229 0.171 0.0 0.0 0.1 0.55
C -6.902 3.771 -1.528 -0.1 0.2 -0.1 -0.68
C -6.098 2.879 -2.435 -0.1 -0.1 -0.1 -0.67
Cl -4.350 3.031 -2.130 0.1 0.0 0.0 0.58
H -6.557 4.802 -1.568 0.1 -0.1 0.1 0.07
H -7.950 3.746 -1.824 0.3 0.0 0.1 -0.02
H -6.270 3.156 -3.475 0.0 0.1 0.0 0.07
H -6.369 1.832 -2.311 0.0 0.0 0.1 0.07
Cl -11.784 5.067 -2.059 0.0 0.0 0.0 0.54
C -12.148 3.397 -2.564 -0.1 0.0 0.0 -0.66
C -11.011 2.455 -2.265 -0.1 -0.1 0.1 -0.63
Cl -9.586 2.777 -3.290 -0.2 -0.1 -0.2 0.60
H -12.387 3.411 -3.625 0.1 0.0 0.0 0.07
H -13.036 3.086 -2.016 0.1 0.0 0.0 0.07
H -11.318 1.429 -2.464 0.0 0.0 -0.1 0.08
H -10.698 2.522 -1.225 0.0 0.1 0.0 0.07
Cl -5.103 -5.069 3.371 0.0 0.0 0.0 0.54
C -4.581 -3.818 4.531 -0.1 0.0 0.1 -0.69
C -5.317 -2.514 4.334 0.0 0.1 0.1 -0.65
Cl -4.861 -1.711 2.806 0.0 -0.2 0.9 0.67
H -3.508 -3.692 4.426 0.0 0.0 -0.1 0.01
H -4.784 -4.207 5.528 -0.1 0.0 0.0 0.07
H -5.069 -1.826 5.141 0.1 -0.1 0.0 0.04
H -6.395 -2.661 4.330 0.0 -0.1 -0.1 0.07
Cl -8.805 4.521 5.014 0.0 0.0 0.0 0.54
C -7.377 5.297 4.280 0.0 0.1 -0.1 -0.66
C -6.365 4.289 3.799 0.1 0.0 -0.2 -0.67
Cl -5.574 3.431 5.148 0.0 0.0 0.1 0.54
H -6.948 5.975 5.015 0.0 -0.1 0.0 0.07
H -7.735 5.886 3.437 0.0 -0.1 0.0 0.07
H -5.577 4.795 3.243 0.0 0.0 0.0 0.07
H -6.820 3.547 3.149 0.0 0.0 0.1 0.04
Cl 5.548 5.369 -3.692 0.0 0.0 0.0 0.55
C 3.922 6.098 -3.656 -0.1 0.1 0.1 -0.66
C 2.832 5.064 -3.788 -0.1 0.0 0.1 -0.67
Cl 2.793 4.332 -5.413 0.0 -0.1 0.0 0.54
H 3.868 6.839 -4.450 0.0 -0.1 0.0 0.07
H 3.826 6.611 -2.699 0.0 -0.1 0.0 0.07
H 1.861 5.531 -3.628 0.0 0.0 0.0 0.07
H 2.949 4.262 -3.062 0.0 0.0 -0.1 0.05
Cl 6.278 -4.381 3.758 0.0 0.0 0.0 0.55
C 5.979 -6.067 3.255 -0.1 -0.1 0.0 -0.65
C 7.044 -7.010 3.760 0.0 -0.1 0.1 -0.65
Cl 8.607 -6.724 2.959 0.0 -0.2 0.3 0.54
H 5.912 -6.086 2.169 0.1 0.1 0.0 0.06
H 5.010 -6.352 3.663 0.0 0.0 0.1 0.07
H 6.757 -8.038 3.545 0.0 0.0 -0.1 0.07
H 7.189 -6.914 4.834 0.0 0.1 0.0 0.07
Cl 6.863 3.247 1.156 0.1 0.0 0.0 0.52
C 6.195 3.375 2.800 -0.1 0.1 0.0 -0.67
C 7.187 2.946 3.851 0.0 0.1 0.1 -0.66
Cl 7.509 1.193 3.795 0.0 0.0 0.0 0.54
H 5.286 2.777 2.842 0.1 -0.1 0.0 0.06
H 5.925 4.419 2.952 0.1 0.0 0.0 0.07
H 6.790 3.163 4.842 0.0 0.0 0.0 0.07
H 8.136 3.467 3.740 0.0 -0.1 -0.1 0.07
Cl -1.778 0.960 3.534 0.0 0.0 0.0 0.54
C -2.583 0.921 5.122 0.0 0.1 0.0 -0.68
C -1.923 -0.042 6.078 0.0 0.2 0.1 -0.64
Cl -2.164 -1.733 5.571 0.1 0.0 0.1 0.60
H -3.629 0.666 4.963 0.0 0.0 -0.1 0.05
H -2.535 1.932 5.526 0.0 0.0 0.0 0.06
H -2.365 0.063 7.067 -0.1 0.0 0.0 0.07
H -0.853 0.136 6.163 0.0 0.0 -0.1 0.07

2.
123
Properties=species:S:1:pos:R:3:forces:R:3:lowdin_charge:R:1 method="wB97M-V/def2-TZVPD" smiles="C=CC[C@@](F)(O[C@](CCOCC(F)(F)C(F)(F)C(F)(F)C(F)F)(COC)[C@H](O[C@@H](CCCS(=O)(=O)O)[C@H](I)[C@@H](C)I)[PH2]=S)[C@H](C)F.CCCCCC.CCCCCC" charge=0
C -2.463 -5.679 3.412 -0.4 -0.2 0.0 0.01
C -3.275 -5.082 2.509 0.6 -0.2 -0.1 -0.15
C -2.930 -3.742 1.891 0.3 -1.1 -1.0 -0.11
C -3.012 -3.757 0.367 -0.1 -0.7 0.3 -0.43
F -4.244 -4.329 0.088 -0.2 0.4 -0.2 0.06
O -3.043 -2.563 -0.356 0.5 0.0 0.3 0.02
C -2.658 -1.249 0.026 -0.4 1.4 -0.5 -0.36
C -3.321 -0.717 1.311 -0.1 -0.3 0.1 -0.10
C -3.097 0.756 1.617 -0.1 -0.1 0.5 -0.17
O -3.793 1.005 2.845 0.1 -0.1 -0.1 -0.10
C -3.268 2.031 3.630 -0.1 0.4 0.0 -0.10
C -2.407 1.504 4.802 -0.3 -0.4 -0.2 -0.41
F -1.089 1.730 4.570 0.1 0.1 0.1 0.10
F -2.576 0.171 4.914 0.1 -0.1 0.1 0.11
C -2.785 2.073 6.191 -0.3 0.0 -0.2 -0.36
F -2.177 1.371 7.161 0.1 0.2 -0.1 0.17
F -4.124 1.884 6.338 0.1 0.1 0.0 0.14
C -2.533 3.585 6.415 0.2 -0.1 0.4 -0.37
F -3.291 4.300 5.557 0.0 -0.1 -0.1 0.15
F -2.966 3.863 7.669 0.0 0.0 0.0 0.14
C -1.082 4.112 6.345 -0.1 0.3 0.1 -0.29
F -0.764 4.437 5.075 0.1 -0.1 -0.1 0.09
F -0.209 3.203 6.810 0.0 -0.1 0.0 0.11
C -3.327 -0.434 -1.131 -0.2 -0.2 -0.4 -0.12
O -2.648 0.773 -1.413 -0.1 0.1 0.3 -0.23
C -3.463 1.699 -2.098 0.0 0.0 -0.2 -0.08
C -1.148 -0.938 -0.101 0.4 -0.5 -0.2 -0.39
O -0.761 -1.246 -1.429 0.3 -0.4 0.6 -0.14
C 0.477 -0.707 -1.911 -0.5 -0.1 -1.0 -0.43
C 1.255 -1.851 -2.560 0.4 -0.2 0.2 -0.23
C 2.242 -2.566 -1.622 0.1 0.2 -0.4 -0.22
C 3.383 -3.224 -2.415 -0.2 0.6 0.1 -0.22
S 4.957 -3.188 -1.591 0.2 -1.1 0.1 0.56
O 4.873 -4.033 -0.438 -0.2 0.3 0.2 -0.28
O 5.973 -3.424 -2.557 0.0 0.3 -0.2 -0.26
O 5.147 -1.687 -1.097 -0.2 0.1 -0.1 -0.18
C 0.106 0.412 -2.900 0.3 0.2 0.4 -0.70
I -0.572 -0.320 -4.797 0.0 0.0 0.0 0.99
C 1.125 1.557 -3.052 -0.6 0.2 -0.2 -0.81
C 0.753 2.716 -2.132 0.0 0.0 -0.2 -0.16
I 3.193 1.042 -2.782 0.1 0.0 0.0 0.97
P -0.030 -1.746 1.131 -0.1 0.5 1.0 0.48
S -0.277 -1.205 2.981 -0.1 -0.1 -0.1 0.25
C -1.962 -4.772 -0.216 -0.2 0.0 -0.4 -0.27
C -1.331 -4.376 -1.533 0.2 -0.6 0.0 0.00
F -2.605 -5.988 -0.416 -0.1 -0.1 0.1 0.00
H -1.436 -5.963 3.197 0.6 1.6 0.6 0.06
H -2.858 -5.952 4.388 -0.3 -1.6 -0.6 0.06
H -4.203 -5.561 2.205 -0.8 0.9 1.1 0.11
H -3.717 -3.096 2.278 0.2 0.1 0.1 0.13
H -1.953 -3.464 2.286 -0.1 0.4 -0.1 0.07
H -3.059 -1.260 2.214 0.3 0.1 -0.1 0.08
H -4.395 -0.855 1.157 0.0 -0.1 0.1 0.14
H -3.523 1.419 0.861 0.2 0.0 -0.1 0.13
H -2.036 0.962 1.775 0.0 0.1 -0.2 0.11
H -4.104 2.607 4.023 0.0 -0.1 0.1 0.13
H -2.644 2.728 3.061 0.0 -0.1 0.0 0.15
H -1.017 5.007 6.967 0.0 0.0 0.0 0.17
H -4.359 -0.200 -0.844 0.0 -0.1 0.1 0.13
H -3.387 -1.063 -2.024 0.2 0.0 0.0 0.15
H -3.683 1.363 -3.118 0.0 -0.1 0.0 0.10
H -2.919 2.640 -2.156 0.0 0.0 0.0 0.09
H -4.415 1.859 -1.581 0.0 0.0 0.1 0.09
H -0.987 0.129 0.091 -0.2 0.0 0.1 0.12
H 1.070 -0.216 -1.132 -0.1 -0.1 0.2 0.11
H 1.851 -1.461 -3.384 -0.2 0.1 -0.1 0.04
H 0.533 -2.547 -2.986 0.0 0.0 0.0 0.10
H 1.747 -3.309 -0.998 0.1 0.1 0.2 0.10
H 2.689 -1.782 -1.008 -0.1 -0.1 0.3 0.07
H 3.207 -4.279 -2.616 0.1 0.0 -0.1 0.12
H 3.546 -2.676 -3.343 0.0 -0.2 -0.1 0.10
H 4.718 -1.586 -0.235 0.1 0.0 0.1 0.09
H -0.794 0.859 -2.487 0.0 0.0 -0.1 0.05
H 1.059 1.929 -4.070 0.3 -0.1 -0.1 0.03
H 0.704 2.420 -1.083 0.1 0.1 0.0 0.08
H -0.232 3.081 -2.439 -0.1 -0.1 0.1 0.08
H 1.443 3.547 -2.270 0.1 0.0 0.2 0.07
H -0.081 -3.129 0.898 0.1 0.0 -0.3 -0.01
H 1.246 -1.362 0.703 0.0 -0.3 -0.4 -0.02
H -1.215 -4.988 0.552 0.1 0.2 0.0 0.13
H -0.390 -3.858 -1.371 -0.2 0.3 -0.1 0.04
H -2.000 -3.809 -2.174 0.1 0.2 0.1 0.10
H -1.084 -5.306 -2.049 0.0 0.0 0.0 0.10
C -0.262 -2.345 -11.702 0.0 -0.1 0.0 -0.11
C -0.718 -3.227 -10.543 -0.1 0.1 -0.1 -0.27
C -1.077 -2.440 -9.284 0.0 0.0 0.1 -0.23
C 0.077 -1.642 -8.674 0.0 0.0 -0.1 -0.23
C 1.305 -2.467 -8.293 0.0 0.0 0.1 -0.26
C 1.023 -3.521 -7.226 0.1 0.0 0.0 -0.11
H 0.645 -1.791 -11.457 0.0 0.0 0.0 0.06
H -0.048 -2.947 -12.586 0.0 0.0 0.0 0.07
H -1.038 -1.624 -11.969 0.0 0.0 0.0 0.07
H 0.057 -3.965 -10.318 0.0 0.0 0.0 0.10
H -1.597 -3.795 -10.856 0.0 0.0 0.0 0.10
H -1.479 -3.130 -8.537 0.0 0.0 0.0 0.10
H -1.892 -1.747 -9.518 0.0 0.0 0.0 0.11
H -0.289 -1.130 -7.778 0.0 0.0 0.0 0.05
H 0.382 -0.852 -9.366 0.0 0.0 0.0 0.10
H 2.075 -1.786 -7.921 0.0 0.0 0.0 0.10
H 1.727 -2.947 -9.180 0.0 0.0 0.0 0.10
H 0.633 -3.056 -6.316 0.0 0.0 0.0 0.04
H 1.934 -4.060 -6.962 0.0 0.0 0.0 0.07
H 0.294 -4.258 -7.567 0.0 0.0 0.0 0.07
C 6.193 5.079 7.814 0.0 0.0 -0.1 -0.11
C 5.531 6.228 7.059 0.0 0.0 0.1 -0.27
C 4.173 6.629 7.632 0.0 0.0 0.0 -0.23
C 3.108 5.532 7.588 0.0 0.0 0.0 -0.23
C 2.813 4.974 6.197 -0.1 0.1 0.0 -0.26
C 2.265 6.018 5.227 0.1 -0.1 0.0 -0.11
H 5.596 4.167 7.768 0.0 0.0 0.0 0.06
H 7.172 4.849 7.390 0.0 0.0 0.0 0.07
H 6.338 5.337 8.865 0.0 0.0 0.0 0.07
H 5.432 5.963 6.003 0.0 0.0 0.0 0.10
H 6.191 7.099 7.093 0.0 0.0 0.0 0.10
H 3.810 7.512 7.098 0.0 0.0 0.0 0.10
H 4.305 6.944 8.672 0.0 0.0 0.0 0.11
H 2.182 5.932 8.015 0.0 0.0 0.0 0.11
H 3.405 4.708 8.243 0.0 0.0 0.0 0.10
H 2.084 4.167 6.297 0.0 0.0 0.0 0.09
H 3.712 4.519 5.773 0.0 0.0 0.0 0.10
H 1.345 6.465 5.610 0.0 0.0 0.0 0.07
H 2.038 5.565 4.261 0.0 0.0 0.0 0.07
H 2.984 6.820 5.052 0.0 0.0 0.0 0.07

Number 1: frontier orbital gap 8.581 eV. Number 2: frontier orbital gap 8.390 eV.